# C81H171N9O9

A 9-piece molecular cluster, C81H171N9O9 overall (ωB97M-V with the def2-TZVPD basis set, the Open Molecules 2025 dataset).

Properties
HOMO level: -7.52 eV
multiplicity: 1
energy relative to the best compared isomer or geometry (same formula, charge and spin): 348.59 kcal/mol
HOMO-LUMO gap: 7.861 eV
electronic energy: -4357.930254 Ha
SMILES: CC1(C)CCCC(C)(C)N1O.CC1(C)CCCC(C)(C)N1O.CC1(C)CCCC(C)(C)N1O.CC1(C)CCCC(C)(C)N1O.CC1(C)CCCC(C)(C)N1O.CC1(C)CCCC(C)(C)N1O.CC1(C)CCCC(C)(C)N1O.CC1(C)CCCC(C)(C)N1O.CC1(C)CCCC(C)(C)N1O

Atoms and positions in Å:
O: 12.85797 45.18746 -3.28712
O: 0.18702 33.55591 -5.10876
O: 11.73748 34.45035 -6.02188
O: -0.27475 39.35583 -12.17681
O: 6.36480 48.52819 -5.14953
O: 13.65472 41.17065 -5.12655
O: 7.89314 38.43160 -6.50011
O: 4.07603 40.78657 4.25302
O: 10.11285 38.69335 -11.25929
N: 9.89807 37.56268 -12.00031
N: 12.44874 44.84560 -2.06256
N: 10.76048 33.56358 -5.55217
N: 4.80880 41.30096 3.15352
N: 6.97796 39.22241 -5.80829
N: 14.23124 39.87712 -5.22231
N: 1.03068 39.15001 -11.90911
N: 5.91044 47.26881 -5.46234
N: 1.55752 33.55966 -5.05180
C: 11.82161 31.24357 -5.65138
C: 5.95871 39.64934 -7.98285
C: 8.38432 32.91996 -5.40500
C: 13.75926 38.95917 -7.55528
C: 2.11677 39.68241 -14.19575
C: 8.45684 40.16053 -3.96989
C: 3.83155 34.58326 -5.37702
C: 3.73133 43.51204 3.08292
C: 5.67288 39.07512 -6.44238
C: 10.05255 44.75933 -2.67170
C: 13.55378 38.76183 -6.01564
C: 10.67492 44.40049 -0.30096
C: 6.12037 43.24152 1.96939
C: 8.06621 46.71793 -6.46630
C: 4.63736 39.73370 -4.25865
C: 1.90627 31.36434 -6.10090
C: 5.68619 42.61211 0.58305
C: 3.52568 32.26122 -4.49141
C: 8.58466 37.54109 -12.61440
C: 10.77839 36.38228 -11.65590
C: 6.16030 45.12576 -6.83140
C: 2.08475 34.72724 -7.28205
C: 5.16288 42.77987 3.24121
C: 16.38501 40.85955 -4.14751
C: 7.26029 39.26492 -4.31438
C: 8.57441 36.50830 -13.71534
C: 2.79133 37.66204 -11.02397
C: 6.30661 47.44957 -7.97217
C: 4.39655 47.25595 -3.60943
C: 3.14694 40.79809 1.10811
C: 10.10545 31.81440 -4.04222
C: 5.55564 46.52808 -4.22155
C: 15.63124 37.30048 -5.32499
C: 1.46355 37.70108 -11.74395
C: 12.04536 38.57517 -5.73224
C: 12.90016 45.13244 0.47218
C: 8.76684 31.55357 -4.84421
C: 1.61283 41.44717 -12.48294
C: 6.74933 46.52054 -3.09014
C: 4.42101 33.17237 -5.40571
C: 4.70305 40.01405 -5.75699
C: 1.60438 36.81967 -13.06301
C: 7.45493 37.94888 -3.60791
C: 11.13414 42.67833 -2.00631
C: 10.42706 35.25953 -12.85074
C: 9.53992 33.13063 -7.67671
C: 4.81346 39.18080 2.11504
C: 11.76049 44.03247 0.79786
C: 4.52489 40.60756 1.82867
C: 5.12679 37.64368 -6.53206
C: 15.74514 39.88462 -5.16115
C: 6.03503 44.34589 -5.65735
C: 9.01988 35.14833 -13.41376
C: 16.28451 38.45782 -4.61459
C: 16.29448 40.31391 -6.49421
C: 1.29757 31.46612 -3.74269
C: 13.48945 44.87323 -0.94820
C: 5.84998 42.98115 4.58208
C: 2.02882 39.98481 -12.67218
C: 10.41641 35.79707 -10.31601
C: 5.58208 41.06031 0.77396
C: 7.53394 37.04282 -11.60205
C: 9.40643 33.65831 -6.19581
C: 14.29679 43.60007 -1.07149
C: 1.59765 35.97519 -5.28415
C: 6.56403 46.64430 -6.71937
C: 3.35492 39.95123 -11.94564
C: 11.25173 32.39009 -4.83618
C: 14.34587 46.22709 -1.03878
C: 5.10792 45.12117 -4.66813
C: 3.89273 38.46089 -11.68177
C: 2.03280 32.18070 -4.90113
C: 14.05897 37.43901 -5.44500
C: 8.33022 38.92161 -13.32493
C: 12.25662 32.86414 -3.77837
C: 12.27702 36.78052 -11.81941
C: 9.03343 35.09737 -6.17451
C: 0.46548 37.03615 -10.81074
C: 2.24871 34.64751 -5.76768
C: 11.11345 44.20108 -1.78721
C: 6.00151 39.95765 -3.67753
H: 2.33073 35.73726 -7.60983
H: 1.26127 39.07289 -14.48677
H: 3.03784 39.18366 -14.49739
H: 3.13539 36.68767 -11.37088
H: 12.62147 31.52452 -6.33649
H: 5.66374 43.34239 -5.86530
H: 4.13854 46.73973 -2.68473
H: 0.64184 36.81579 -13.57448
H: 6.64311 46.76565 -8.75135
H: 8.33685 37.57204 -4.12589
H: 2.46934 41.58948 1.42851
H: 5.94556 44.29702 1.76091
H: 7.51433 38.86213 -14.04526
H: 6.72418 45.69647 -2.37712
H: 1.78417 30.70340 -3.13475
H: 15.97793 36.38449 -4.84659
H: 4.85835 38.58556 -11.19173
H: 11.85010 42.15966 -1.36874
H: 7.25232 48.21151 -4.96616
H: 8.38285 47.72778 -6.20545
H: 5.10815 41.02454 -5.70317
H: 4.74282 40.14621 4.51174
H: 5.06657 38.68595 1.17740
H: 10.27636 45.40930 -0.19347
H: 5.41109 44.87261 -7.58153
H: 7.40105 37.74347 -10.77771
H: 12.84266 38.53642 -7.96667
H: 4.18063 37.64024 -7.07323
H: 6.99581 44.17912 -5.17033
H: 10.15618 42.26543 -1.75894
H: 12.09887 42.99690 0.83209
H: 1.14077 34.35789 -7.68277
H: 4.32104 38.69424 -4.17167
H: 16.20416 38.51834 -3.52924
H: 4.30104 35.11546 -6.20434
H: 0.54639 37.26332 -9.74774
H: 9.02570 36.88924 -14.63148
H: 9.45830 39.92426 -4.32955
H: 8.33605 34.76784 -12.65500
H: 11.42665 44.27347 1.80710
H: 11.63550 38.61258 -4.72292
H: 13.19636 32.95441 -4.32321
H: 6.39447 38.97914 -8.72381
H: 8.48079 40.27020 -2.88568
H: 2.30856 30.35709 -5.99271
H: 12.91072 35.89523 -11.76647
H: 8.20629 33.62212 -4.59051
H: 6.18527 41.02162 -3.52814
H: 7.49634 38.00630 -2.52020
H: 10.10357 45.82416 -2.89888
H: 1.74166 35.81048 -12.67469
H: 5.08339 43.22767 5.31670
H: 8.69029 46.38182 -7.29434
H: 7.99911 39.69841 -12.63569
H: 3.22666 40.36011 -10.94341
H: 1.62337 35.89678 -4.19729
H: 2.87968 34.09225 -7.67319
H: 15.91169 37.30143 -6.37829
H: 4.70106 48.26237 -3.32220
H: 11.84964 33.68881 -3.19324
H: 9.43293 32.04786 -7.61131
H: 7.57424 36.40403 -14.13595
H: 2.40135 37.14980 -13.72931
H: 6.53213 43.81699 4.73748
H: 2.07553 36.86060 -5.70341
H: 8.94602 34.58411 -14.34343
H: 9.02400 44.76767 -2.31096
H: 6.38325 42.92564 -0.19407
H: 11.68613 39.54903 -6.06488
H: 8.98820 30.83761 -5.63573
H: 5.09275 40.04896 -8.51061
H: 2.53628 39.89759 1.04252
H: 6.41290 42.10185 4.89517
H: 9.78568 43.80012 -0.10886
H: -0.52776 37.04361 -11.25963
H: 1.10597 41.59828 -11.52987
H: 14.78958 46.45331 -0.06923
H: 12.23418 30.44194 -5.03878
H: 10.52993 33.47857 -7.97152
H: 2.73276 37.61922 -9.93639
H: 12.39332 37.52200 -11.02897
H: 11.21384 35.22589 -13.60437
H: 5.73061 39.02781 2.68383
H: -0.59944 40.13163 -11.71389
H: 3.51004 47.23050 -4.24310
H: 0.72535 35.97773 -10.79324
H: 17.33222 40.64449 -6.45074
H: 7.63500 36.04098 -11.18466
H: 0.97700 41.89394 -13.24728
H: 0.02697 33.08626 -5.93059
H: 8.96662 35.70324 -5.27088
H: 9.79379 35.65053 -6.72585
H: 13.69470 37.31781 -4.42485
H: 10.40792 39.19626 -12.02193
H: 2.31962 31.74872 -7.03336
H: 12.55849 46.11203 0.80649
H: 9.39117 35.42936 -10.35819
H: 3.75644 40.10103 -6.29036
H: 15.31047 43.87053 -0.77587
H: 7.16947 43.19630 2.26168
H: 4.02823 31.29913 -4.59102
H: 5.35758 33.31802 -4.86745
H: 8.34604 41.21160 -4.23646
H: 13.70185 44.84731 1.15342
H: 4.15790 38.02920 -12.64688
H: 11.40248 42.52283 -3.05126
H: 4.09511 38.53063 2.61441
H: 6.49673 37.53257 -3.91878
H: 3.58363 32.72147 -3.50504
H: 12.38743 37.32857 -12.75512
H: 3.93906 40.34673 -3.68885
H: 4.25804 45.08180 -5.34950
H: 11.53924 37.75813 -6.24641
H: 5.32462 40.60088 -0.18037
H: 8.10173 35.37078 -6.66978
H: 0.51893 30.79702 -4.10892
H: 13.95223 39.96563 -7.92664
H: 14.24901 43.06447 -2.01963
H: 16.20526 39.57879 -7.29405
H: 6.57853 37.12267 -12.12062
H: 4.00001 35.00488 -4.38608
H: 4.89882 44.69131 -3.68854
H: 7.46934 32.77779 -5.98006
H: 0.84853 31.19248 -6.30036
H: 5.10160 37.23900 -5.52028
H: 2.78075 43.14082 3.46595
H: 5.81650 37.00158 -7.07987
H: 10.53470 34.25147 -12.45032
H: 4.04205 40.51863 -12.57336
H: 9.23567 39.21028 -13.85873
H: 3.89515 44.46036 3.59476
H: 7.73274 46.70094 -3.52424
H: 0.53160 36.14339 -5.43698
H: 8.43045 46.09412 -5.65003
H: 5.25693 47.64051 -8.19535
H: 15.92957 40.73496 -3.16510
H: 13.72619 41.49229 -6.02824
H: 6.87811 48.37470 -7.89713
H: 8.73327 33.41281 -8.35332
H: 13.78213 36.57384 -6.04746
H: 13.38095 44.40220 -3.46445
H: 12.36959 32.07283 -3.03732
H: 2.13295 40.66659 -14.66399
H: 0.68985 32.11062 -3.10754
H: 7.01240 44.65796 -7.32454
H: 2.48855 42.09612 -12.49118
H: 6.72239 40.41095 -7.82524
H: 10.26013 30.79985 -3.67499
H: 4.57466 32.76120 -6.40343
H: 4.69623 42.96651 0.29586
H: 11.18629 35.11404 -9.95707
H: 12.12215 33.78678 -6.59920
H: 6.55035 40.92210 1.25505
H: 17.43593 40.80740 -3.86299
H: 8.04695 31.16677 -4.12294
H: 10.13055 44.27957 -3.64732
H: 3.53694 43.67037 2.02216
H: 15.17083 46.35813 -1.73904
H: 15.81308 41.26818 -6.70809
H: 10.96864 30.85497 -6.20774
H: 10.56371 36.57824 -9.57022
H: 9.92328 32.49958 -3.21430
H: 5.91438 39.60012 -2.65152
H: 8.59671 39.06873 -6.64381
H: 6.72644 47.44484 -2.51286
H: 13.95106 42.85176 -0.35833
H: 16.03883 41.85442 -4.42769
H: 17.33259 38.35211 -4.89467
H: 13.76554 47.12581 -1.24766
H: 3.24144 40.96705 0.03544
H: 14.47262 38.30332 -8.05435